(1)
The following is a DFT calculation (wB97M-V/def2-TZVPD) of C17H22N7O5S2V as an isolated structure in a non-equilibrium geometry.

Each line ends with the Mulliken charge.
Cartesian coordinates (Å):
V -0.684 0.551 -0.110  0.250
S 0.537 -0.393 -2.301  -0.488
S -2.856 -1.379 0.759  0.633
O -2.442 -0.554 -0.510  -0.649
O 0.449 4.433 -0.104  -0.712
O 0.327 -0.695 0.750  0.394
O -1.152 1.769 3.599  -0.684
O -1.699 1.114 1.518  -0.443
N -1.585 1.963 -1.499  -0.314
N 3.007 -0.952 -1.503  0.039
N 2.680 -4.523 1.754  -0.518
N 2.501 1.309 -1.646  -0.154
N 0.265 2.175 0.345  0.236
N -0.915 -3.890 -0.653  -0.483
N 1.098 -1.607 1.224  -0.675
C -4.202 -0.456 1.541  -0.691
C -0.137 -3.381 0.020  0.041
C 0.900 -2.845 0.868  0.832
C -5.346 -2.057 0.096  -0.592
C -0.515 2.967 -1.763  -0.618
C 1.886 -3.777 1.391  0.048
C 4.560 0.557 -0.678  -1.008
C 4.211 -0.739 -0.912  0.908
C 3.671 1.569 -1.092  0.959
C -3.945 -2.656 0.118  -0.772
C -0.911 1.692 2.422  0.606
C -5.469 -1.302 1.417  -0.677
C 0.134 3.296 -0.411  0.580
C 4.027 3.011 -0.920  -1.324
C 5.023 -1.939 -0.559  -1.392
C 2.121 0.037 -1.809  0.039
C 0.390 2.253 1.805  -0.761
H -6.108 -2.827 -0.021  0.389
H -5.525 -2.014 2.243  0.295
H 1.214 1.631 2.162  0.213
H 4.793 3.289 -1.647  0.355
H 4.512 -2.539 0.192  0.297
H 2.680 -1.899 -1.659  0.319
H -3.534 -2.951 -0.844  0.405
H 3.147 3.632 -1.065  0.238
H 5.180 -2.569 -1.435  0.355
H 4.439 3.188 0.073  0.382
H -3.891 -0.211 2.553  0.488
H -6.359 -0.675 1.465  0.350
H 0.245 2.508 -2.398  0.164
H 0.549 3.280 2.138  0.498
H -4.242 0.472 0.971  0.198
H -3.866 -3.499 0.807  0.407
H -1.956 1.555 -2.353  0.302
H -5.435 -1.366 -0.745  0.271
H 5.990 -1.638 -0.166  0.372
H -2.356 2.411 -1.010  0.280
H 5.492 0.793 -0.189  0.420
H -0.899 3.873 -2.232  0.392

The spin multiplicity is 3. As for the expectation value of S²: 2.02. As for the energy above the lowest of the compared OMol25 structures with the same formula, charge and spin: 0.3068 eV. The value obtained for the HOMO-LUMO gap (spin up / spin down) is 7.6 / 7.9 eV. For the LUMO energy (spin up / spin down), the calculation gives -0.0207 / -0.0211 Ha.

***

(2)
The following is a DFT calculation (wB97M-V/def2-TZVPD) of C21H20N9PtSi as an isolated structure in a non-equilibrium geometry.

Each line ends with the Mulliken charge.
Cartesian coordinates (Å):
Pt 1.641 -0.366 0.502  0.777
Si -0.446 0.328 -0.218  0.586
N 3.628 -0.995 0.613  0.269
N 4.124 -1.836 1.557  -0.295
N 3.134 1.608 -2.545  -0.725
N 1.426 0.403 -2.368  1.047
N 5.406 -1.856 1.432  -0.505
N 5.800 -1.027 0.429  -0.472
N 4.558 0.397 -1.071  -0.016
N 2.311 -0.213 -1.544  -0.614
N 1.905 1.457 -2.938  -0.653
C -4.381 -1.888 0.679  -0.471
C -0.844 0.603 -3.248  0.026
C -0.969 3.390 2.499  -1.739
C -3.236 0.029 -0.206  -0.542
C 1.520 -0.148 2.694  -0.813
C -0.042 -1.542 -2.416  0.134
C -4.421 -0.620 0.116  -0.804
C 0.137 -0.172 -2.624  -0.606
C -2.026 -0.003 -3.628  -0.706
C -0.116 2.155 2.519  1.243
C 0.109 -0.235 2.840  -0.530
C 4.686 -0.523 -0.020  0.389
C -3.162 -2.524 0.898  -0.799
C -0.684 0.898 2.746  -0.634
C 3.390 0.579 -1.691  0.543
C -1.980 -1.878 0.581  -0.115
C -1.232 -2.128 -2.815  -0.601
C 2.087 1.140 2.475  -0.274
C 1.270 2.256 2.363  -0.751
C -2.002 -0.584 0.044  0.758
C -2.217 -1.365 -3.420  -0.424
H -0.633 4.094 1.739  0.399
H 5.360 0.929 -1.370  0.259
H -5.302 -2.380 0.964  0.418
H 0.747 -2.123 -1.956  0.530
H -2.806 0.594 -4.081  0.442
H -1.030 -2.376 0.747  0.420
H -1.382 -3.187 -2.656  0.437
H -2.018 3.151 2.328  0.370
H -3.133 -1.836 -3.750  0.455
H -3.140 -3.519 1.324  0.436
H -0.900 3.899 3.463  0.419
H -0.666 1.659 -3.407  0.534
H 3.164 1.258 2.487  0.474
H -0.771 1.740 -0.516  -0.167
H -3.269 1.019 -0.650  0.428
H -1.757 0.812 2.875  0.399
H 1.714 3.232 2.214  0.471
H 2.154 -0.980 2.981  0.772
H -0.337 -1.189 3.090  0.377
H -5.371 -0.133 -0.064  0.443

As for the energy above the lowest of the compared OMol25 structures with the same formula, charge and spin: 1.0850 eV. As for the charge: +1. The value obtained for the HOMO-LUMO gap is 7.4 eV. For the LUMO energy, the calculation gives -0.1612 Ha.

***

(3)
The following is a DFT calculation (wB97M-V/def2-TZVPD) of a 2-piece molecular cluster, C6H15NO3S overall in a non-equilibrium geometry.

Each line ends with the Mulliken charge.
Cartesian coordinates (Å):
S 2.113 -1.840 2.035  0.723
O 3.294 -2.616 2.217  -0.503
O 1.979 -0.575 2.743  -0.569
O 0.838 -2.556 1.927  -0.588
N -0.767 0.490 0.008  0.248
C -1.570 1.285 -0.903  -0.903
C -1.621 -0.700 0.687  -0.619
C -0.300 1.370 1.107  -0.921
C 0.122 -1.113 -1.672  -1.470
C 1.525 0.836 -1.247  -1.841
C 0.461 -0.058 -0.681  0.874
H -0.180 2.401 0.721  0.413
H 1.442 0.962 -2.276  0.492
H -1.045 2.177 -1.345  0.328
H 0.959 -1.284 -2.330  0.458
H 1.607 1.803 -0.796  0.452
H -2.439 1.785 -0.477  0.400
H -2.286 -0.367 1.493  0.323
H -0.983 -1.412 1.300  0.221
H -1.001 1.531 1.901  0.360
H -0.732 -0.809 -2.196  0.404
H -1.928 0.492 -1.638  0.336
H 0.583 0.901 1.613  0.310
H -0.192 -2.013 -1.046  0.271
H -2.343 -1.076 -0.097  0.370
H 2.463 0.386 -1.048  0.432

As for the energy above the lowest of the compared OMol25 structures with the same formula, charge and spin: 5.5164 eV. The value obtained for the HOMO-LUMO gap (spin up / spin down) is 5.4 / 8.7 eV. For the LUMO energy (spin up / spin down), the calculation gives -0.0262 / -0.0018 Ha.